The following is a quantum chemistry calculation of the ion C6H9BrFN2O with charge +1, from OMol25.

Summary:
SMILES string = C[C@H](F)\C(O)=[NH+]/C=N\C=C\Br
energy above the lowest of the compared OMol25 structures with the same formula, charge and spin = 90.61 kJ/mol
orbital gap = 7.943 eV
charge = +1
HOMO energy = -12.660 eV

Geometry as XYZ:
```
20
C6H9BrFN2O ωB97M-V/def2-TZVPD
C -3.049 -1.067 0.694
C -1.839 -0.209 0.577
F -2.235 1.041 0.338
C -0.642 -0.618 -0.328
O -0.514 -1.788 -0.875
N 0.408 0.138 -0.525
C 0.602 1.605 -0.278
N 1.688 2.094 -0.371
C 2.898 1.499 -0.598
C 3.238 0.289 -0.107
Br 4.957 -0.433 0.026
H -2.864 -2.128 0.879
H -3.751 -1.033 -0.148
H -3.500 -0.801 1.587
H -1.279 -0.024 1.478
H -1.294 -2.375 -0.888
H 1.187 -0.330 -0.906
H -0.154 2.255 0.000
H 3.621 2.035 -1.172
H 2.523 -0.150 0.617
```



The following is a quantum chemistry calculation of a structure of composition C6H9BrN2O2S, from OMol25.

Summary:
energy above the lowest of the compared OMol25 structures with the same formula, charge and spin = 18.85 kJ/mol
orbital gap = 7.717 eV
HOMO energy = -9.153 eV

Geometry as XYZ:
```
21
C6H9BrN2O2S ωB97M-V/def2-TZVPD
C -0.433 -1.429 -1.186
C -1.004 -2.755 -0.498
C 0.269 -1.828 -2.451
C 0.746 0.397 -1.200
C 0.658 3.402 0.842
C 1.334 2.043 0.657
N -0.007 -0.401 -0.480
N 1.297 1.487 -0.734
O -0.633 -3.205 0.560
O -1.862 -3.269 -1.224
S 1.108 -0.289 -3.000
Br -3.011 -0.691 -1.869
H 0.927 -2.672 -2.351
H -0.445 -2.100 -3.184
H 0.071 3.549 1.760
H 1.294 4.232 0.719
H -0.211 3.657 0.120
H 0.815 1.377 1.320
H 2.275 2.289 0.986
H -2.366 -2.387 -1.661
H 1.700 2.063 -1.412
```



The following is a quantum chemistry calculation of a cluster of 2 separate species, C6H9BrN2O2S in total, from OMol25.

Summary:
energy above the lowest of the compared OMol25 structures with the same formula, charge and spin = 19.94 kJ/mol
orbital gap = 4.753 eV
HOMO energy = -7.523 eV

Geometry as XYZ:
```
21
C6H9BrN2O2S ωB97M-V/def2-TZVPD
C -2.008 1.018 0.110
C -3.350 1.129 -0.339
C -1.325 2.006 1.059
C 0.025 0.088 0.192
C 3.317 -1.340 -0.712
C 2.306 -0.617 0.286
N -1.235 0.001 -0.190
N 0.936 -0.782 -0.102
O -3.996 2.128 -0.135
O -3.754 0.075 -1.096
S 0.445 1.538 1.074
Br -0.994 -3.469 -0.229
H -1.260 3.045 0.733
H -1.912 2.041 2.022
H 3.132 -2.324 -0.628
H 3.010 -0.748 -1.667
H 4.347 -0.946 -0.367
H 2.423 0.467 0.279
H 2.650 -1.028 1.294
H -3.256 -0.669 -1.000
H 0.497 -1.614 -0.583
```



The following is a quantum chemistry calculation of a structure of composition C6H9Cl2HoO3PYb, from OMol25.

Summary:
energy above the lowest of the compared OMol25 structures with the same formula, charge and spin = 0.00 kJ/mol
orbital gap (spin up / spin down) = 9.299 / 5.774 eV
<S²> = 8.76
charge = +4
multiplicity = 6
HOMO energy (spin up / spin down) = -23.581 / -23.609 eV

Geometry as XYZ:
```
23
C6H9Cl2HoO3PYb ωB97M-V/def2-TZVPD
Ho -4.910 -2.081 -1.297
Yb -1.242 -0.325 0.706
Cl -4.755 -2.521 1.073
Cl -2.611 -1.157 -1.214
C 0.843 -0.591 -0.705
C -6.995 -3.555 -1.015
C -6.707 -3.648 -2.953
O 1.640 -1.006 -1.398
O -7.936 -4.216 -0.773
O -7.535 -4.290 -3.441
C 0.271 3.055 3.469
P 0.245 1.927 2.011
C 1.243 2.804 0.745
C 1.449 0.623 2.496
H -0.316 3.987 3.384
H 1.337 3.275 3.617
H -0.106 2.533 4.365
H 2.240 3.147 1.068
H 1.360 2.163 -0.145
H 0.644 3.694 0.506
H 2.302 1.105 2.989
H 0.919 0.002 3.240
H 1.822 -0.003 1.661
```



The following is a quantum chemistry calculation of a cluster of 2 separate species, C6H9Cl3FOS in total, from OMol25.

Summary:
orbital gap = 5.312 eV
charge = -1
HOMO energy = -2.888 eV

Geometry as XYZ:
```
21
C6H9Cl3FOS ωB97M-V/def2-TZVPD
C -0.488 3.218 0.898
C 0.211 1.951 1.302
Cl -0.838 0.535 1.374
C 1.526 1.878 1.556
Cl 2.221 0.298 1.970
C 2.559 2.965 1.483
F 2.307 3.635 0.247
Cl 2.074 4.227 2.768
H 0.046 3.694 0.083
H -1.514 3.001 0.613
H -0.521 3.903 1.743
C -1.449 -4.087 -1.515
S -1.211 -2.602 -0.521
O -2.312 -1.674 -0.878
C 0.259 -2.040 -1.384
H -2.356 -4.576 -1.165
H -1.559 -3.811 -2.564
H -0.597 -4.754 -1.380
H 0.029 -1.897 -2.440
H 1.057 -2.772 -1.256
H 0.555 -1.093 -0.934
```



The following is a quantum chemistry calculation of a cluster of 2 separate species, C6H9Cl3O6 in total, from OMol25.

Summary:
orbital gap (spin up / spin down) = 8.251 / 6.590 eV
HOMO energy (spin up / spin down) = -8.829 / -7.778 eV

Geometry as XYZ:
```
24
C6H9Cl3O6 ωB97M-V/def2-TZVPD
C 4.170 1.083 0.794
C 3.271 0.025 0.631
C -2.037 0.102 -0.490
C -2.545 -1.338 -0.372
C -0.098 1.768 -0.494
C -0.518 0.395 -0.157
O 4.244 1.729 1.885
O 2.530 -0.274 1.665
O -2.366 0.481 -1.770
O -2.460 -1.940 0.851
O -0.487 2.286 -1.683
O -0.227 -0.097 1.051
Cl -4.340 -1.258 -0.666
Cl 1.009 2.577 0.426
Cl 0.431 -0.799 -1.368
H 4.804 1.446 -0.047
H 3.030 -0.570 -0.301
H -2.585 0.708 0.199
H -1.981 -1.847 -1.189
H 2.792 0.455 2.448
H -3.199 -0.004 -2.167
H -1.965 -1.500 1.588
H -1.277 2.077 -2.191
H 0.568 -0.662 1.006
```



The following is a quantum chemistry calculation of an isolated molecule of C6H9ClN4O2, from OMol25.

Summary:
SMILES string = CN1C(=O)NC(=O)[C@@H]2N[C@@H](Cl)N[C@@H]21
energy above the lowest of the compared OMol25 structures with the same formula, charge and spin = 0.00 kJ/mol
orbital gap = 10.271 eV
HOMO energy = -9.812 eV

Geometry as XYZ:
```
22
C6H9ClN4O2 ωB97M-V/def2-TZVPD
C -1.239 1.992 -0.788
N -1.049 0.756 -0.065
C -1.338 0.669 1.256
O -1.952 1.528 1.885
N -1.105 -0.527 1.943
C -0.406 -1.678 1.501
O -0.398 -2.768 2.122
C 0.383 -1.365 0.236
N 1.509 -0.575 0.515
C 1.987 -0.028 -0.726
Cl 3.036 -1.406 -1.620
N 0.808 0.267 -1.454
C -0.407 -0.295 -0.885
H -2.235 2.376 -0.899
H -0.669 2.863 -0.231
H -0.742 1.783 -1.705
H -1.295 -0.466 2.904
H 0.495 -2.311 -0.327
H 2.197 -1.074 0.953
H 2.752 0.754 -0.477
H 0.809 0.254 -2.476
H -1.140 -0.750 -1.662
```



The following is a quantum chemistry calculation of a cluster of 2 separate species, C6H9ClO3 in total, from OMol25.

Summary:
energy above the lowest of the compared OMol25 structures with the same formula, charge and spin = 333.45 kJ/mol
orbital gap = 9.653 eV
HOMO energy = -8.817 eV

Geometry as XYZ:
```
19
C6H9ClO3 ωB97M-V/def2-TZVPD
C 2.608 -1.528 -0.628
C 2.265 -0.344 -0.052
C 0.732 0.825 -0.985
C -0.594 0.542 -0.389
C -2.077 2.032 0.693
C -0.900 -1.607 0.578
O -0.164 -0.027 -1.571
O -1.634 1.369 -0.476
O -0.585 -0.247 0.728
Cl 3.200 0.562 0.969
H 3.457 -2.208 -0.305
H 1.993 -1.880 -1.376
H 1.432 1.370 -1.616
H -3.217 2.093 0.586
H -1.826 3.061 0.742
H -1.781 1.741 1.681
H -0.580 -2.163 1.445
H -0.362 -1.844 -0.352
H -1.969 -1.748 0.329
```



The following is a quantum chemistry calculation of an isolated molecule of C6H9ClS, from OMol25.

Summary:
SMILES string = C=C(Cl)/C=C(/C)CS
energy above the lowest of the compared OMol25 structures with the same formula, charge and spin = 69.23 kJ/mol
orbital gap = 9.315 eV
HOMO energy = -9.002 eV

Geometry as XYZ:
```
17
C6H9ClS ωB97M-V/def2-TZVPD
C 2.026 -0.380 -0.291
C 0.925 -1.103 -0.418
Cl 1.115 -2.869 -0.627
C -0.471 -0.774 -0.420
C -1.108 0.245 0.224
C -2.577 0.495 -0.103
C -0.525 1.217 1.168
S -0.194 2.872 0.521
H 1.895 0.690 -0.172
H 3.004 -0.830 -0.043
H -1.051 -1.476 -1.052
H -2.797 1.453 -0.593
H -3.011 -0.325 -0.719
H -3.184 0.416 0.849
H 0.362 0.813 1.619
H -1.217 1.411 2.007
H 0.538 2.465 -0.526
```



The following is a quantum chemistry calculation of a structure of composition C6H9CrO5, from OMol25.

Summary:
orbital gap (spin up / spin down) = 7.184 / 7.580 eV
<S²> = 6.03
charge = +1
multiplicity = 5
HOMO energy (spin up / spin down) = -13.333 / -13.372 eV

Geometry as XYZ:
```
21
C6H9CrO5 ωB97M-V/def2-TZVPD
O 0.219 -0.810 0.193
C -0.912 -0.619 -0.489
O -1.441 -1.373 -1.248
O -1.467 0.464 0.107
C -2.757 0.860 -0.215
C 1.043 -1.960 -0.130
H 0.396 -2.844 -0.082
H 1.411 -1.835 -1.156
C 2.169 -2.015 0.869
H 2.546 -1.008 1.094
H 1.847 -2.500 1.800
H 2.991 -2.602 0.441
C -3.277 1.935 0.359
H -3.225 0.256 -0.992
H -4.286 2.237 0.086
H -2.706 2.552 1.053
O 2.684 2.775 -1.295
C 1.784 2.090 -0.826
O 1.472 1.996 0.408
Cr 0.342 0.979 1.536
H 1.168 1.421 -1.515
```



The following is a quantum chemistry calculation of an isolated molecule of C6H9F, from OMol25.

Summary:
SMILES string = CC(C)C1(F)C=C1
energy above the lowest of the compared OMol25 structures with the same formula, charge and spin = 236.93 kJ/mol
orbital gap = 11.001 eV
HOMO energy = -9.892 eV

Geometry as XYZ:
```
16
C6H9F ωB97M-V/def2-TZVPD
C 1.430 0.829 -0.404
C 0.211 0.002 -0.485
C 0.518 -1.429 -0.608
C -0.669 0.040 0.784
F -0.080 -0.235 1.997
C -2.119 0.011 0.666
C -1.638 1.231 0.921
H 2.047 0.703 -1.384
H 2.143 0.446 0.341
H 1.405 1.949 -0.391
H -0.400 0.311 -1.304
H 1.281 -1.568 -1.434
H -0.408 -2.018 -0.858
H 1.087 -1.735 0.286
H -2.880 -0.783 0.629
H -1.927 2.246 1.245
```



The following is a quantum chemistry calculation of an isolated molecule of C6H9F, from OMol25.

Summary:
SMILES string = CC1=C(F)CCC1
energy above the lowest of the compared OMol25 structures with the same formula, charge and spin = 125.50 kJ/mol
orbital gap = 9.273 eV
HOMO energy = -8.213 eV

Geometry as XYZ:
```
16
C6H9F ωB97M-V/def2-TZVPD
C 0.050 2.284 -0.068
C -0.079 0.805 0.072
C -1.247 -0.062 0.045
F -2.518 0.402 0.027
C -0.850 -1.499 0.302
C 0.496 -1.520 -0.226
C 1.114 -0.149 0.018
H 0.436 2.900 0.710
H -0.884 2.704 -0.302
H 0.884 2.312 -0.795
H -1.038 -1.662 1.433
H -1.602 -2.311 -0.142
H 0.643 -1.587 -1.375
H 1.154 -2.390 -0.019
H 1.904 0.052 -0.754
H 1.536 -0.279 1.075
```



One value per record, in order, for energy: -3092.31997 -3466.16797 -3466.16755 -3826.56149 -2187.84032 -2065.89872 -1063.73657 -919.72090 -1092.35229 -1654.38650 -333.76612 -333.80856 a.u..